Entry A
This record from the OMol25 dataset describes a 2-piece molecular cluster, C12H16N2O overall. The level of theory is ωB97M-V/def2-TZVPD.

Atoms and positions in Å:
1 C 2.27845 -1.14759 -1.09033
2 C 1.76536 -0.69873 0.17023
3 C 1.61360 -1.34325 1.44235
4 N 0.88713 -0.46508 2.23045
5 C 0.74723 0.71481 1.64845
6 C 0.24625 1.83530 2.17583
7 C 0.17882 2.94667 1.38365
8 C 0.74240 3.02952 0.10261
9 C 1.22891 1.84755 -0.49084
10 C 1.36173 0.65886 0.33665
11 H 3.32641 -1.01291 -1.05214
12 H 1.87242 -0.56423 -1.89870
13 H 2.01364 -2.23383 -1.25731
14 H 2.04462 -2.34545 1.71467
15 H 0.44146 -0.65335 3.07968
16 H -0.05504 1.99747 3.30281
17 H -0.37322 3.90289 1.53454
18 H 0.41545 3.76131 -0.58225
19 H 1.33633 1.83809 -1.55784
20 C -2.17047 0.01597 -2.26774
21 C -1.60530 -0.45575 -0.93150
22 C -1.94979 -1.95253 -0.55368
23 N -1.35459 -2.39696 0.59731
24 O -2.75356 -2.67571 -1.10613
25 H -1.51817 0.05067 -3.15871
26 H -2.55759 1.08992 -2.12972
27 H -3.09350 -0.62304 -2.61083
28 H -0.58555 -0.28653 -0.98867
29 H -2.08726 0.13407 -0.14500
30 H -1.60305 -3.24027 1.05062
31 H -0.79312 -1.72788 1.05152

Properties
Charge ... 0
Orbital gap ... 8.6 eV
SMILES string ... Cc1c[nH]c2ccccc12.CCC(N)=O

Löwdin charges in e: atom 1 (C): -0.06, atom 2 (C): -0.28, atom 3 (C): -0.02, atom 4 (N): 0.06, atom 5 (C): -0.29, atom 6 (C): -0.06, atom 7 (C): -0.12, atom 8 (C): -0.10, atom 9 (C): 0.00, atom 10 (C): -0.12, atom 11 (H): 0.07, atom 12 (H): 0.07, atom 13 (H): 0.11, atom 14 (H): 0.14, atom 15 (H): 0.14, atom 16 (H): 0.15, atom 17 (H): 0.11, atom 18 (H): 0.08, atom 19 (H): 0.10, atom 20 (C): -0.11, atom 21 (C): -0.15, atom 22 (C): -0.50, atom 23 (N): 0.17, atom 24 (O): 0.04, atom 25 (H): 0.06, atom 26 (H): 0.09, atom 27 (H): 0.10, atom 28 (H): 0.05, atom 29 (H): 0.12, atom 30 (H): 0.10, atom 31 (H): 0.04



Entry B
This record from the OMol25 dataset describes a 2-piece molecular cluster, C12H16N2O overall. The level of theory is ωB97M-V/def2-TZVPD.

Atoms and positions in Å:
1 C -0.86159 -0.34153 -2.63983
2 C -0.73504 1.10500 -2.16519
3 C -0.68620 2.17380 -3.02382
4 N -0.31268 3.31923 -2.16468
5 C -0.22718 2.96492 -0.82637
6 C -0.01901 3.59434 0.38033
7 C 0.03866 2.87463 1.58008
8 C -0.14018 1.41264 1.56031
9 C -0.39389 0.71511 0.40220
10 C -0.50972 1.53562 -0.86874
11 H -0.83427 -0.69981 -3.69730
12 H -1.77630 -0.70373 -2.24989
13 H -0.08928 -0.92812 -2.20836
14 H -0.88484 2.47342 -4.02857
15 H -0.48494 4.27980 -2.57163
16 H -0.02101 4.82357 0.47698
17 H 0.41382 3.13157 2.63225
18 H 0.06906 0.84134 2.50190
19 H -0.29700 -0.45532 0.00687
20 C 1.23527 -2.76394 0.17148
21 C 1.63222 -2.26255 1.63222
22 C 0.41941 -2.65113 2.51184
23 N -0.93001 -2.78105 2.09639
24 O 0.49807 -3.03269 3.63738
25 H 2.07347 -3.15221 -0.35698
26 H 0.74073 -2.06607 -0.40641
27 H 0.61210 -3.74348 0.22430
28 H 2.41760 -2.75147 2.05650
29 H 1.94939 -1.20471 1.27954
30 H -1.57272 -3.30149 2.70992
31 H -1.32394 -2.40571 1.34729

Properties
Charge ... 0
Orbital gap ... 8.8 eV
SMILES string ... Cc1c[nH]c2ccccc12.CCC(N)=O

Löwdin charges in e: atom 1 (C): -0.04, atom 2 (C): -0.26, atom 3 (C): 0.01, atom 4 (N): 0.04, atom 5 (C): -0.23, atom 6 (C): -0.07, atom 7 (C): -0.10, atom 8 (C): -0.13, atom 9 (C): -0.01, atom 10 (C): -0.14, atom 11 (H): 0.10, atom 12 (H): 0.06, atom 13 (H): 0.04, atom 14 (H): 0.10, atom 15 (H): 0.16, atom 16 (H): 0.16, atom 17 (H): 0.12, atom 18 (H): 0.10, atom 19 (H): 0.12, atom 20 (C): -0.10, atom 21 (C): -0.10, atom 22 (C): -0.51, atom 23 (N): 0.14, atom 24 (O): 0.05, atom 25 (H): 0.05, atom 26 (H): -0.01, atom 27 (H): 0.11, atom 28 (H): 0.06, atom 29 (H): 0.14, atom 30 (H): 0.12, atom 31 (H): 0.01



So which one wins? Going from most stable to least: entry A, entry B.